The following is a quantum chemistry calculation of C2H3N2P in the gas phase in a non-equilibrium geometry, from the OMol25 dataset.

```
8
Properties=species:S:1:pos:R:3:forces:R:3
H -2.8446 0.1798 -0.2747 -1.47 0.09 -0.63
H 2.2679 0.5697 -0.3714 -0.02 -0.63 0.33
H 0.1367 -1.3502 -0.0397 -0.50 0.50 0.42
P -1.6783 -0.4292 0.0775 -0.27 1.38 0.76
N 1.1233 -1.1354 -0.0434 3.36 0.97 -1.15
N 1.3823 0.1885 -0.0406 0.33 -2.76 -0.07
C -0.8217 1.0654 0.2566 1.00 -1.66 0.51
C 0.4345 0.9114 0.4357 -2.42 2.11 -0.17
```
Forces are in eV/Å.

The value obtained for the lowest unoccupied orbital energy (alpha / beta) is -1.0 / -0.6 eV. The calculation puts the relative energy (zero: lowest compared OMol25 entry of this formula, charge and spin) at 136.3 kcal per mole. Its orbital gap (alpha / beta) is 7.7 / 7.7 eV.

The following is a quantum chemistry calculation of 2 unconnected molecules or ions with the total composition CH3NO2P in a non-equilibrium geometry, from the OMol25 dataset.

```
8
Properties=species:S:1:pos:R:3:forces:R:3
O 1.8124 1.2927 0.3832 0.14 3.08 0.71
P -1.7145 -0.2750 -0.2098 -1.17 1.34 -0.39
N -0.4033 -0.1894 0.7313 0.69 -2.34 2.87
H -1.1115 -0.4733 -1.4708 -0.19 0.24 -0.92
O 2.1725 -0.7990 -0.4118 0.44 -2.00 -0.99
C 1.8263 0.2182 0.0026 -0.64 -0.89 0.39
H -0.5364 -1.0042 1.4582 0.42 2.05 -1.62
H -2.0456 1.2301 -0.4829 0.31 -1.48 -0.05
```
Forces are in eV/Å.

The value obtained for the lowest unoccupied orbital energy is 4.0 eV. As for the total charge: -1. The calculation puts the relative energy (zero: lowest compared OMol25 entry of this formula, charge and spin) at 30.0 kcal per mole. Its orbital gap is 6.8 eV.